The following is a DFT calculation (ωB97M-V/def2-TZVPD) of 2 unconnected molecules or ions with the total composition C10H10N2O at a distorted geometry.

```
23
Properties=species:S:1:pos:R:3
C 2.1113 1.8094 1.6787
C 2.2645 1.3819 0.4320
C 1.0109 1.4972 2.4425
C 1.3618 0.4080 -0.0713
C 0.1004 0.5359 1.9962
C 0.3390 -0.0152 0.7141
C -1.0412 -1.9591 -1.9510
C -2.4065 -0.1000 -1.1022
C -0.4296 -1.2220 0.4565
C -1.3322 -0.5682 -1.7079
N -0.0064 -2.4340 -2.5289
N -0.8262 -2.2625 0.7902
O -3.3256 -0.8828 -0.3938
H 2.9474 2.4253 2.0815
H 3.0518 1.7235 -0.2003
H 0.8026 1.7851 3.4849
H 1.5385 -0.0840 -0.9792
H -0.7500 0.2842 2.5109
H -1.8882 -2.6197 -1.5907
H -2.7135 0.8955 -1.2652
H -0.7978 0.2017 -2.3398
H 0.0572 -3.3691 -2.7623
H -2.9012 -1.8212 -0.1702
```

Summary:
- ΔE to the lowest compared entry with this formula, charge and spin (kcal/mol) = 78.1
- F_max (eV/Å) = 4.06
- E_HOMO (Ha) = -0.33618

These are the Löwdin partial charges, in e, on atoms 1 to 5: atom 1 (C): -0.119, atom 2 (C): -0.069, atom 3 (C): -0.060, atom 4 (C): -0.010, atom 5 (C): 0.001

The following is a DFT calculation (ωB97M-V/def2-TZVPD) of 2 unconnected molecules or ions with the total composition C27H45NO3PS at a distorted geometry.

```
78
Properties=species:S:1:pos:R:3
C 2.7419 0.6436 2.7854
C 1.7195 1.0423 1.5220
N 2.3254 0.4085 0.2931
P 1.4444 0.8077 -1.2109
C 2.8155 2.1389 -1.5553
C -0.0776 -0.3043 -0.7352
C -1.3473 0.6132 -0.1443
O -2.3709 -0.2792 0.4245
C -3.3149 0.4787 1.2861
O -4.1385 1.4027 0.7172
C -3.4513 0.2189 2.9322
C -5.0206 -0.2144 3.2969
C 0.3396 1.4515 -2.6729
S 1.1900 1.5291 -4.3239
C 0.1774 0.5683 -5.5872
C 1.1407 -0.2343 -6.6767
C 2.2764 -0.5259 -2.2489
C 2.9909 -1.7826 -1.5058
C 4.5701 -1.4907 -1.0274
O 2.2054 -2.5148 -0.5073
C 2.8734 -3.8062 -0.1600
C 1.6267 -4.8938 0.0542
C 0.7741 -5.3528 -1.2701
C -0.5096 -6.4007 -1.0804
C -0.9716 -7.0050 0.4067
C -0.0455 -6.5356 1.6913
C 1.2463 -5.4896 1.5511
H 3.7273 1.2817 2.5752
H 2.2888 0.9708 3.8294
H 3.0589 -0.4815 2.7339
H 0.6785 0.5681 1.8232
H 1.7106 2.2244 1.5161
H 3.3387 0.6419 0.2538
H 0.7822 1.8511 -0.4152
H 2.4442 3.0250 -2.2334
H 3.0493 2.6544 -0.5027
H 3.8201 1.6476 -1.8949
H 0.2224 -0.9897 0.1955
H -0.4044 -1.0106 -1.6090
H -1.8670 1.2566 -0.9764
H -1.0204 1.3497 0.7044
H -3.0855 1.1367 3.5686
H -2.7932 -0.7391 3.1627
H -5.0271 -1.3966 3.4123
H -5.3292 0.3359 4.2940
H -5.7427 0.0638 2.4026
H -0.0689 2.5342 -2.4200
H -0.6356 0.7820 -2.8274
H -0.4778 -0.2135 -4.9741
H -0.5822 1.2799 -6.1645
H 2.2681 0.1152 -6.6379
H 1.0588 -1.4141 -6.5448
H 0.7741 -0.0218 -7.7887
H 1.4434 -0.9955 -2.9646
H 3.1150 -0.0980 -2.9856
H 3.1525 -2.5856 -2.3820
H 4.5442 -1.1992 0.1200
H 5.1668 -2.4991 -1.1383
H 5.0487 -0.6589 -1.7028
H 3.6512 -4.1599 -0.9593
H 3.4328 -3.7151 0.8745
H 1.0821 -4.9357 -2.3211
H -1.1293 -6.7083 -2.0406
H -1.9175 -7.7253 0.5085
H -0.3455 -6.9472 2.7690
H 1.8535 -5.1900 2.5257
C -3.7094 4.2863 3.9017
C -3.5382 5.5054 4.5569
C -3.3654 6.6762 3.8192
C -3.3737 6.6291 2.4248
C -3.5486 5.4105 1.7697
C -3.7122 4.2384 2.5074
H -3.8407 3.3735 4.4769
H -3.5386 5.5429 5.6434
H -3.2253 7.6249 4.3300
H -3.2439 7.5422 1.8498
H -3.5567 5.3743 0.6831
H -3.8429 3.2884 1.9967
```

Summary:
- F_max (eV/Å) = 8.48
- net charge = -1
- E_HOMO (Ha) = -0.15053

These are the Löwdin partial charges, in e, on atoms 1 to 5: atom 1 (C): -0.151, atom 2 (C): -0.333, atom 3 (N): -0.254, atom 4 (P): 0.396, atom 5 (C): -0.275

The following is a DFT calculation (ωB97M-V/def2-TZVPD) of 13 unconnected molecules or ions with the total composition H26O13 at a distorted geometry.

```
39
Properties=species:S:1:pos:R:3
O 2.3232 0.9490 -2.0093
H 2.4917 1.8347 -1.6273
H 2.2180 0.3214 -1.2712
O -2.2951 -0.2767 -1.3382
H -1.8170 -0.9890 -1.7746
H -3.1763 -0.3838 -1.7231
O -0.4603 -2.8737 -0.7626
H -0.0415 -3.0090 0.0561
H 0.2475 -2.3440 -1.1942
O 2.9681 1.6922 0.8928
H 3.8134 1.5783 0.4960
H 2.7889 0.8463 1.3345
O 1.4765 -0.7387 1.7682
H 0.6183 -0.8911 2.2264
H 1.9434 -1.6027 1.7587
O -2.3861 2.2628 0.4859
H -1.8897 1.5393 0.0386
H -2.8946 1.6999 1.0918
O -2.5551 -1.3795 1.4368
H -3.4324 -1.5477 1.1294
H -2.2588 -2.2612 1.3694
O -0.0587 2.7666 -1.4800
H 0.4940 3.3957 -1.0868
H -0.1638 2.0382 -0.8763
O -0.1197 -1.1996 -3.0672
H -0.2429 -1.3341 -3.9697
H -0.1431 -0.2826 -2.9531
O 0.3283 2.3469 2.4168
H -0.3053 1.7608 2.7931
H 0.4978 1.9723 1.5849
O -0.0485 0.6996 0.0775
H 0.4864 0.0093 0.4892
H -0.7077 0.1619 -0.3323
O -0.8087 -0.3323 3.1135
H -1.3876 -0.5627 2.4096
H -1.4246 -0.0278 3.8094
O 1.9088 -1.7328 -1.4617
H 1.6786 -1.5215 -2.3555
H 2.3345 -2.5849 -1.4956
```

Summary:
- ΔE to the lowest compared entry with this formula, charge and spin (kcal/mol) = 59.0
- F_max (eV/Å) = 2.70
- E_HOMO (Ha) = -0.35836

These are the Löwdin partial charges, in e, on atoms 1 to 5: atom 1 (O): -0.087, atom 2 (H): 0.039, atom 3 (H): -0.007, atom 4 (O): -0.046, atom 5 (H): 0.013

| no. | orbital gap (eV) |
| --- | --- |
| 1 | 9.67 |
| 2 | 6.36 |
| 3 | 9.48 |